Entry from the OMol25 dataset: a molecular structure, C34H50P2Ti at a distorted geometry (ωB97M-V/def2-TZVPD).

## Properties
Total charge ... +1
E_HOMO (spin up / spin down) ... -8.04 / -7.81 eV
DFT total energy ... -2857.052714 Eh
Expectation value of S² ... 0.7825
Spin multiplicity ... 2

Each line ends with the Mulliken charge.
Geometry (Å):
Ti1 0.43 -1.37 -0.38  -1.180
C1 -0.23 -3.01 1.21  -0.139
C2 1.16 -3.02 0.74  0.423
C3 0.97 -1.56 2.55  1.467
C4 -0.35 -2.02 2.24  0.906
C5 1.88 -2.10 1.60  0.884
C6 -1.25 -4.10 0.94  -1.481
H1 -0.86 -4.87 0.24  0.251
H2 -2.20 -3.69 0.53  0.345
H3 -1.52 -4.63 1.89  0.385
C7 -1.61 -1.64 2.90  -1.404
H4 -2.43 -2.32 2.72  0.650
H5 -1.89 -0.65 2.48  -0.125
H6 -1.44 -1.57 3.98  0.511
C8 1.37 -0.69 3.69  -1.203
H7 0.83 -0.87 4.62  0.419
H8 1.17 0.36 3.43  -0.141
H9 2.43 -0.70 3.95  0.396
C9 3.32 -1.82 1.56  -2.032
H10 3.87 -2.41 2.30  0.376
H11 3.56 -0.77 1.77  0.339
H12 3.77 -2.06 0.59  0.380
C10 1.71 -3.82 -0.38  -1.626
H13 2.36 -4.57 0.06  0.448
H14 2.30 -3.20 -1.05  0.606
H15 0.92 -4.31 -0.95  0.329
C11 -1.25 0.08 -3.90  0.168
C12 -1.36 -1.26 -3.80  -0.239
C13 -0.42 -2.26 -4.33  -1.006
C14 1.03 -2.21 -3.70  -1.449
C15 1.26 -1.21 -2.62  1.611
C16 1.29 0.15 -2.86  -0.187
C17 1.19 0.75 -4.28  -1.287
C18 -0.28 0.77 -4.81  -1.240
H16 -0.35 -2.12 -5.43  0.303
H17 1.76 -2.20 -4.53  0.519
H18 -0.83 -3.26 -4.14  0.388
H19 -0.30 0.36 -5.84  0.395
H20 -2.12 0.67 -3.61  0.775
H21 -2.36 -1.66 -3.62  0.657
H22 -0.65 1.81 -4.89  0.301
H23 1.55 1.84 -4.32  0.356
H24 1.70 0.85 -2.10  0.132
H25 1.83 0.17 -4.97  0.386
H26 1.16 -3.16 -3.21  0.270
H27 1.82 -1.64 -1.76  -0.083
P1 -2.00 0.30 -0.46  1.396
P2 1.64 1.28 0.25  0.942
C19 -0.90 1.53 -1.34  -1.038
C20 0.21 2.26 -0.59  -1.326
H28 -1.54 2.28 -1.82  1.130
H29 -0.33 1.06 -2.16  -0.437
H30 0.86 2.88 -1.23  0.795
H31 -0.18 2.94 0.16  -0.103
C21 2.01 2.51 1.52  -0.840
H32 2.48 2.01 2.38  0.355
H33 1.09 3.02 1.83  -0.174
H34 2.72 3.23 1.06  0.557
C22 3.45 1.20 -0.40  -1.356
H35 3.81 2.23 -0.48  0.561
H36 3.61 0.65 -1.33  0.277
H37 4.03 0.70 0.41  0.417
C23 -3.53 0.33 -1.57  -1.783
H38 -3.58 -0.49 -2.29  0.386
H39 -3.46 1.33 -2.04  0.337
H40 -4.35 0.16 -0.82  0.540
C24 -1.51 -1.32 -1.22  -1.410
H41 -1.00 -2.26 -0.85  0.446
H42 -0.82 -0.87 -1.97  -0.432
H43 -2.41 -1.80 -1.66  1.265
C25 -0.20 3.60 4.95  -0.860
C26 -0.45 2.23 5.11  -0.535
C27 -0.84 1.45 4.05  -0.774
C28 -1.17 1.99 2.79  2.868
C29 -2.01 1.34 1.83  -1.135
C30 -2.98 2.02 1.11  -1.089
C31 -2.66 3.38 0.81  -0.521
C32 -1.65 4.08 1.49  -1.430
C33 -1.02 3.45 2.63  0.473
C34 -0.38 4.19 3.69  -0.572
H44 0.14 4.18 5.80  0.402
H45 -0.36 1.72 6.05  0.457
H46 -1.02 0.39 4.13  0.544
H47 -3.89 1.51 0.79  0.955
H48 -3.27 3.84 0.05  0.438
H49 -1.36 5.11 1.22  0.343
H50 -0.12 5.27 3.57  0.374

Entry from the OMol25 dataset: a molecular structure, C34H50P2Y at a distorted geometry (ωB97M-V/def2-TZVPD).

## Properties
Total charge ... +1
E_HOMO (spin up / spin down) ... -9.34 / -9.44 eV
Relative energy (zero: lowest compared OMol25 entry of this formula, charge and spin) ... 0.0 kcal/mol
DFT total energy ... -2046.008005 Eh

Each line ends with the Mulliken charge.
Geometry (Å):
Y1 1.20 1.51 -0.30  -0.175
C1 -1.82 -0.26 3.06  0.387
C2 -2.52 0.70 2.28  0.608
C3 -3.03 -1.40 1.49  0.786
C4 -2.11 -1.55 2.56  0.594
C5 -3.23 -0.02 1.28  0.583
C6 -0.96 -0.05 4.24  -1.817
H1 -0.91 1.01 4.53  0.378
H2 0.06 -0.42 4.05  0.458
H3 -1.34 -0.62 5.10  0.463
C7 -1.43 -2.78 2.98  -1.555
H4 -1.03 -2.67 4.00  0.476
H5 -0.60 -3.01 2.30  0.139
H6 -2.13 -3.62 2.99  0.458
C8 -3.64 -2.46 0.68  -1.526
H7 -3.81 -3.37 1.28  0.434
H8 -3.01 -2.73 -0.18  0.131
H9 -4.61 -2.12 0.29  0.399
C9 -4.04 0.55 0.18  -1.346
H10 -5.09 0.22 0.25  0.421
H11 -3.64 0.20 -0.79  -0.004
H12 -4.00 1.64 0.19  0.404
C10 -2.50 2.18 2.41  -1.420
H13 -3.42 2.55 2.89  0.349
H14 -2.44 2.65 1.41  0.133
H15 -1.64 2.52 3.00  0.263
C11 3.23 2.28 -0.60  -0.636
C12 3.28 2.75 0.83  -0.131
C13 2.61 4.12 1.14  -1.064
C14 1.39 4.61 0.30  -1.394
C15 0.52 3.67 -0.53  0.377
C16 0.76 3.25 -1.84  -0.209
C17 2.05 3.28 -2.63  -0.669
C18 3.33 3.22 -1.76  -1.319
H16 3.38 4.90 1.00  0.492
H17 1.73 5.45 -0.33  0.400
H18 2.37 4.15 2.22  0.577
H19 3.64 4.21 -1.43  0.329
H20 3.73 1.28 -0.74  0.445
H21 4.33 2.75 1.17  0.691
H22 4.17 2.83 -2.35  0.428
H23 2.08 2.45 -3.37  0.283
H24 -0.09 3.01 -2.49  0.115
H25 2.03 4.20 -3.25  0.628
H26 0.72 5.08 1.04  0.331
H27 -0.51 3.51 -0.14  0.613
P1 2.79 1.20 1.82  0.915
P2 -1.67 0.36 -2.52  1.074
C19 1.44 0.04 -2.15  -0.334
C20 0.24 0.09 -3.05  -1.455
H28 1.98 -0.88 -2.31  0.779
H29 2.13 0.87 -2.28  -0.145
H30 0.46 0.83 -3.86  0.405
H31 0.12 -0.92 -3.49  0.450
C21 -2.25 -0.34 -4.09  -1.586
H32 -3.32 -0.53 -4.01  0.407
H33 -1.72 -1.28 -4.30  0.444
H34 -2.05 0.40 -4.88  0.393
C22 -2.27 2.08 -2.77  -1.390
H35 -2.15 2.41 -3.80  0.460
H36 -1.82 2.82 -2.10  0.331
H37 -3.34 2.10 -2.52  0.445
C23 4.13 0.45 2.69  -1.206
H38 4.05 0.69 3.76  0.465
H39 5.11 0.78 2.27  0.401
H40 4.03 -0.65 2.56  0.358
C24 1.46 1.78 2.87  -0.785
H41 0.64 1.02 2.80  -0.462
H42 0.99 2.77 2.63  0.256
H43 1.81 1.74 3.91  0.607
C25 -0.88 -6.61 -1.13  -0.599
C26 -1.57 -5.94 -0.10  -0.774
C27 -1.20 -4.65 0.23  0.026
C28 -0.06 -4.05 -0.36  1.616
C29 0.55 -2.93 0.19  -0.584
C30 1.67 -2.37 -0.32  -0.384
C31 2.30 -2.97 -1.47  -0.854
C32 1.77 -4.12 -2.03  -0.869
C33 0.61 -4.72 -1.47  0.546
C34 0.15 -5.99 -1.83  -0.820
H44 -1.17 -7.63 -1.38  0.363
H45 -2.39 -6.42 0.44  0.446
H46 -1.74 -4.11 0.99  -0.173
H47 2.05 -1.45 0.12  0.536
H48 3.18 -2.50 -1.92  0.599
H49 2.24 -4.59 -2.90  0.376
H50 0.65 -6.49 -2.65  0.412

Entry from the OMol25 dataset: a molecular structure, C34H51CrO20 at a distorted geometry (ωB97M-V/def2-TZVPD).

## Properties
Total charge ... +1
E_HOMO (spin up / spin down) ... -11.48 / -11.55 eV
DFT total energy ... -3875.146852 Eh
Expectation value of S² ... 6.0630
Spin multiplicity ... 5

Each line ends with the Mulliken charge.
Geometry (Å):
Cr1 2.05 0.86 2.18  0.680
C1 5.58 -1.25 1.65  -1.310
C2 4.18 -0.59 1.85  1.302
O1 3.15 -1.06 2.32  -0.622
O2 4.08 0.59 1.41  -0.538
H1 5.38 -2.31 1.48  0.401
H2 6.18 -1.29 2.55  0.337
H3 6.20 -0.87 0.84  0.305
C3 0.64 4.86 1.91  -1.267
C4 1.16 3.39 1.95  1.183
O3 2.23 3.03 1.43  -0.646
O4 0.62 2.45 2.58  -0.535
H4 -0.05 5.06 1.09  0.235
H5 1.46 5.54 1.69  0.372
H6 0.07 5.24 2.76  0.382
C5 -0.60 -0.21 -0.79  -0.156
C6 0.46 0.09 0.23  1.319
O5 1.50 0.71 -0.06  -0.963
O6 0.36 -0.21 1.44  -0.958
H7 -1.62 0.02 -0.50  0.307
H8 -0.51 -1.23 -1.15  0.194
H9 -0.42 0.52 -1.59  -0.380
O7 -2.68 -1.82 -5.86  -0.601
C7 -2.98 -1.08 -4.92  0.425
O8 -4.05 -0.24 -4.87  -0.388
C8 -4.03 0.64 -3.68  -0.571
C9 -2.58 0.40 -3.17  0.253
C10 -2.26 -1.02 -3.58  0.875
H10 -4.80 0.29 -3.00  0.248
H11 -4.26 1.66 -3.98  0.339
H12 -2.64 0.52 -2.09  0.013
H13 -1.87 1.15 -3.52  -0.087
H14 -2.68 -1.84 -2.99  0.011
H15 -1.20 -1.21 -3.73  -0.615
O9 -1.96 4.07 -2.49  -0.629
C11 -0.78 3.77 -2.63  0.483
O10 -0.33 2.97 -3.65  -0.353
C12 1.07 2.87 -3.57  0.120
C13 1.43 4.05 -2.72  -0.688
C14 0.34 4.17 -1.67  0.398
H16 1.54 2.97 -4.55  0.378
H17 1.29 1.88 -3.15  -0.156
H18 1.46 4.94 -3.35  0.381
H19 2.44 3.86 -2.34  0.230
H20 0.16 5.18 -1.29  0.367
H21 0.47 3.46 -0.85  -0.502
O11 -6.50 0.12 2.65  -0.582
C15 -5.38 0.33 3.07  0.481
O12 -4.28 0.30 2.26  -0.337
C16 -3.09 0.80 2.92  0.292
C17 -3.40 0.61 4.42  -0.042
C18 -4.93 0.78 4.44  -0.649
H22 -2.86 1.83 2.65  0.227
H23 -2.30 0.12 2.60  -0.335
H24 -2.83 1.25 5.10  0.512
H25 -3.17 -0.43 4.63  -0.162
H26 -5.20 1.82 4.66  0.337
H27 -5.31 0.12 5.22  0.338
O13 -3.01 -3.08 3.86  -0.106
C19 -3.34 -3.45 2.73  0.583
O14 -3.73 -4.73 2.42  -0.285
C20 -4.20 -4.79 1.10  -0.590
C21 -3.33 -3.71 0.42  -0.296
C22 -3.41 -2.60 1.49  0.612
H28 -5.25 -4.52 1.20  0.315
H29 -4.25 -5.82 0.74  0.360
H30 -3.88 -3.48 -0.50  0.272
H31 -2.34 -4.15 0.29  0.303
H32 -4.37 -2.09 1.62  0.167
H33 -2.70 -1.78 1.40  -0.434
O15 2.04 -5.48 -3.35  -0.530
C23 1.81 -4.42 -3.79  0.277
O16 1.87 -4.17 -5.14  -0.350
C24 1.39 -2.85 -5.40  -0.606
C25 1.65 -2.07 -4.15  -0.043
C26 1.38 -3.10 -3.02  -0.217
H34 0.33 -2.84 -5.66  0.269
H35 1.90 -2.36 -6.23  0.366
H36 1.10 -1.13 -4.12  0.300
H37 2.71 -1.82 -4.07  0.124
H38 0.30 -3.17 -2.90  0.102
H39 1.88 -2.94 -2.07  0.364
O17 4.99 3.75 -2.86  -0.604
C27 5.03 2.53 -3.01  0.361
O18 5.71 1.93 -4.07  -0.358
C28 5.67 0.56 -3.89  -0.590
C29 4.39 0.31 -3.08  0.177
C30 4.46 1.45 -2.11  0.484
H40 6.54 0.25 -3.31  0.252
H41 5.71 0.17 -4.91  0.351
H42 4.40 -0.63 -2.54  0.449
H43 3.48 0.44 -3.67  -0.128
H44 5.20 1.39 -1.31  0.245
H45 3.58 1.85 -1.61  -0.554
O19 1.19 0.04 4.10  -0.415
C31 0.79 -0.12 5.24  0.554
O20 0.70 0.85 6.10  -0.333
C32 0.23 0.42 7.38  -0.526
C33 -0.49 -0.92 6.99  -0.296
C34 0.33 -1.40 5.83  -0.276
H46 -0.40 1.17 7.86  0.358
H47 1.07 0.25 8.05  0.310
H48 -1.51 -0.73 6.65  0.021
H49 -0.56 -1.59 7.85  0.399
H50 -0.19 -2.05 5.13  0.161
H51 1.18 -2.00 6.15  0.344

Entry from the OMol25 dataset: a molecular structure, C34H51HgN6OP at a distorted geometry (ωB97M-V/def2-TZVPD).

## Properties
Total charge ... -2
E_HOMO ... 1.46 eV
Relative energy (zero: lowest compared OMol25 entry of this formula, charge and spin) ... 33.8 kcal/mol
DFT total energy ... -2224.545124 Eh

Each line ends with the Mulliken charge.
Geometry (Å):
Hg1 -1.49 0.09 -0.09  -0.196
N1 -1.84 -1.98 1.21  0.442
N2 -0.25 -2.43 -1.34  0.736
C1 1.49 2.16 -0.81  1.080
C2 2.40 1.11 -0.46  0.131
C3 2.14 0.74 0.88  0.816
C4 2.81 -0.33 1.64  -0.208
H1 3.39 -0.99 0.98  0.326
H2 2.08 -0.94 2.19  -0.543
H3 3.52 0.09 2.37  0.177
C5 1.10 1.57 1.38  0.073
C6 0.54 1.53 2.75  0.162
H4 1.28 1.91 3.47  0.195
H5 0.31 0.50 3.04  -0.387
H6 -0.36 2.14 2.85  0.219
C7 0.68 2.43 0.33  -0.231
C8 -0.41 3.43 0.41  -1.558
H7 -1.32 3.00 0.85  0.085
H8 -0.66 3.81 -0.59  0.420
H9 -0.09 4.29 1.03  0.222
C9 3.42 0.48 -1.32  -2.025
H10 4.37 0.40 -0.77  0.459
H11 3.60 1.08 -2.22  0.403
H12 3.13 -0.54 -1.62  0.129
C10 1.34 2.82 -2.12  -1.646
H13 0.43 2.49 -2.63  0.059
H14 2.19 2.60 -2.77  0.375
H15 1.27 3.91 -2.00  0.466
C11 -2.81 -2.12 2.12  -0.724
H16 -3.31 -1.19 2.42  0.542
C12 -3.21 -3.36 2.65  -0.704
H17 -4.00 -3.40 3.41  0.395
C13 -2.60 -4.52 2.17  -0.212
H18 -2.95 -5.51 2.47  0.328
C14 -1.55 -4.39 1.27  -1.015
H19 -1.01 -5.25 0.86  0.361
C15 -1.16 -3.09 0.80  1.195
C16 -0.07 -2.97 -0.09  -1.878
H20 0.94 -3.29 0.19  0.277
C17 -0.93 -1.25 -1.67  -0.672
C18 0.06 -3.13 -2.51  -0.596
H21 0.47 -4.11 -2.49  0.515
C19 -0.30 -2.35 -3.52  -1.265
H22 -0.21 -2.52 -4.57  0.822
N3 -0.71 -1.12 -3.01  0.863
C20 -0.65 0.06 -3.83  0.109
C21 0.55 0.33 -4.52  1.120
C22 0.62 1.48 -5.32  -1.265
H23 1.55 1.69 -5.85  0.164
C23 -0.46 2.35 -5.44  0.918
C24 -0.36 3.59 -6.29  -1.599
H24 -0.35 4.51 -5.67  0.288
H25 -1.21 3.69 -6.98  0.353
H26 0.56 3.59 -6.88  0.360
C25 -1.64 2.05 -4.75  -1.129
H27 -2.50 2.72 -4.84  0.283
C26 -1.76 0.90 -3.96  1.543
C27 -3.08 0.56 -3.36  -1.723
H28 -3.36 -0.49 -3.52  0.288
H29 -3.84 1.17 -3.84  0.531
H30 -3.11 0.75 -2.28  0.054
C28 1.76 -0.53 -4.41  -1.577
H31 1.58 -1.57 -4.67  0.441
H32 2.20 -0.48 -3.41  0.030
H33 2.51 -0.15 -5.12  0.421
C29 -1.30 -3.06 6.44  -1.027
N4 -0.69 -1.99 5.65  0.566
C30 -1.45 -0.74 5.53  -0.706
P1 0.76 -2.10 4.82  -0.232
O1 0.60 -1.56 3.45  -0.143
N5 1.97 -1.41 5.76  0.168
C31 2.33 0.00 5.58  -0.478
C32 2.03 -1.84 7.16  -1.336
N6 1.22 -3.70 4.96  0.140
C33 2.65 -4.02 4.84  -1.212
C34 0.37 -4.66 4.27  -1.116
H34 -1.78 -3.80 5.78  0.134
H35 -2.06 -2.61 7.08  0.441
H36 -0.55 -3.56 7.07  0.308
H37 -0.81 0.14 5.71  0.166
H38 -1.90 -0.65 4.52  0.034
H39 -2.26 -0.74 6.28  0.405
H40 2.64 0.18 4.53  -0.166
H41 1.48 0.68 5.83  0.234
H42 3.17 0.23 6.26  0.430
H43 1.12 -1.57 7.72  0.239
H44 2.16 -2.92 7.23  0.400
H45 2.89 -1.35 7.63  0.470
H46 2.98 -4.00 3.79  0.308
H47 2.81 -5.03 5.25  0.404
H48 3.26 -3.30 5.40  0.472
H49 -0.30 -5.22 4.94  0.258
H50 -0.26 -4.18 3.50  0.337
H51 0.99 -5.40 3.75  0.478